1.
The following is a DFT calculation (ωB97M-V/def2-TZVPD) of C28H26Cl6IrN2O2Se as an isolated structure.

```
66
Properties=species:S:1:pos:R:3:forces:R:3
Ir 1.024340 -1.848292 -1.202288 -0.467 -0.172 0.084
Cl 3.725539 -2.579339 -1.150851 0.129 -0.046 -0.058
C 2.778738 -4.036271 -1.220834 0.222 -0.270 -0.001
C 1.388456 -3.816128 -1.215114 0.181 0.148 -0.088
C 0.563055 -4.955011 -1.171596 0.035 -0.230 0.038
Cl -1.137863 -4.731230 -1.125613 -0.021 0.025 -0.010
C 1.099532 -6.235570 -1.192822 -0.150 0.187 -0.003
Cl 0.086803 -7.605272 -1.174574 0.003 0.042 -0.014
C 2.503607 -6.403039 -1.223980 0.030 -0.044 0.023
Cl 3.164419 -7.955373 -1.237119 -0.020 0.059 -0.014
C 3.364816 -5.283697 -1.225130 -0.076 0.267 -0.004
Cl 5.056644 -5.468586 -1.216311 -0.028 0.023 -0.013
C 3.280936 2.705748 0.809650 -0.016 0.001 -0.024
C 2.594142 1.580693 1.571828 0.030 0.025 0.074
C 1.712102 2.096223 2.701183 0.069 -0.015 0.081
C 0.952197 0.995835 3.429072 0.030 -0.015 0.004
N -0.223516 0.519094 2.683520 -0.053 0.025 0.024
C -0.344172 -0.601444 1.953467 -0.005 -0.119 -0.001
Se 1.118666 -1.688027 1.564070 0.010 -0.002 0.028
N -1.620256 -0.747799 1.544799 -0.011 0.163 -0.011
C -2.223878 -1.954937 0.958542 0.039 -0.126 0.021
C -2.958911 -1.749761 -0.359686 0.028 -0.085 0.016
C -2.122877 -1.149191 -1.474992 0.228 -0.012 0.124
C -2.775729 -1.234426 -2.840068 -0.009 0.017 0.038
C -2.342091 0.335170 2.014782 -0.042 -0.004 -0.013
C -3.703594 0.645755 1.946584 0.100 0.048 0.053
C -4.095265 1.815000 2.554179 0.055 -0.033 -0.004
C -3.181092 2.655172 3.227436 0.036 -0.025 0.001
C -1.847706 2.342402 3.324262 -0.052 -0.091 -0.048
C -1.445664 1.153144 2.707443 -0.053 0.021 0.015
H 3.850099 2.322328 -0.035658 0.032 -0.016 -0.023
H 3.970502 3.250019 1.452603 0.028 0.034 0.043
H 2.550481 3.417733 0.423746 -0.024 0.019 -0.027
H 3.345654 0.907713 1.994516 0.034 -0.041 0.005
H 1.986833 0.993662 0.879279 -0.064 -0.020 -0.070
H 1.007866 2.841924 2.324283 -0.052 0.024 -0.018
H 2.326258 2.604197 3.446890 0.040 0.033 -0.004
H 0.564133 1.331757 4.391337 0.053 0.007 -0.034
H 1.590047 0.129003 3.614643 -0.011 0.070 0.018
H -2.900237 -2.357189 1.717078 0.031 -0.022 -0.058
H -1.415279 -2.680183 0.829402 -0.077 0.083 -0.016
H -3.857807 -1.147466 -0.223125 0.008 0.019 0.005
H -3.315610 -2.740685 -0.651772 -0.013 -0.009 -0.016
H -1.147907 -1.711959 -1.507756 -0.273 0.011 -0.046
H -1.851082 -0.121083 -1.227828 -0.038 -0.052 -0.038
H -2.981683 -2.265966 -3.116610 -0.017 -0.098 -0.026
H -2.144719 -0.794764 -3.608096 0.042 0.034 -0.065
H -3.721605 -0.694395 -2.838822 -0.062 0.035 -0.009
H -4.418019 0.007491 1.455202 -0.062 -0.043 -0.037
H -5.135880 2.100034 2.524156 -0.067 0.018 -0.004
H -3.548850 3.558616 3.690920 -0.012 0.040 0.014
H -1.155249 2.973915 3.857985 0.056 0.052 0.034
Cl 0.821327 6.393376 -3.316485 0.001 -0.018 0.003
C 0.835167 4.736368 -2.872140 0.019 -0.039 -0.022
C 0.171374 4.339769 -1.710775 0.046 0.028 -0.097
C 0.187235 3.010836 -1.351230 0.048 -0.065 -0.056
C 0.859656 2.079169 -2.149294 0.027 0.076 -0.059
C 1.516028 2.487415 -3.314714 -0.083 0.028 0.100
C 1.506705 3.818388 -3.677395 -0.087 0.056 0.135
C 0.892555 0.687349 -1.750836 0.063 0.056 0.043
O 1.443226 -0.218201 -2.487096 0.286 -0.142 0.025
O 0.401844 0.266447 -0.660087 -0.127 0.083 0.038
H -0.345755 5.076150 -1.114279 -0.014 0.037 0.018
H -0.320093 2.681957 -0.454097 -0.015 -0.023 0.019
H 2.030650 1.760364 -3.924481 0.033 -0.054 -0.030
H 2.010784 4.155048 -4.569301 0.029 0.034 -0.063
```
Positions in Å, forces in eV/Å.

- net charge = +2
- energy (a.u.) = -6608.8339
- spin multiplicity = 6


2.
The following is a DFT calculation (ωB97M-V/def2-TZVPD) of a single C2HCl2F molecule in a non-equilibrium geometry.

```
6
Properties=species:S:1:pos:R:3:forces:R:3
F 1.952649 -0.527845 -0.236815 -3.532 1.991 1.625
C 0.502336 -0.375351 0.193106 2.985 -4.984 -1.987
C -0.444213 0.525767 0.024742 0.071 -0.672 -0.037
Cl -0.226587 2.200255 -0.088176 -0.392 -0.066 -0.230
Cl -2.017965 -0.325293 -0.141284 0.587 1.450 0.424
H 0.233779 -1.497535 0.248425 0.282 2.280 0.206
```
Positions in Å, forces in eV/Å.

- energy (a.u.) = -1096.9718
- SMILES = FC=C(Cl)Cl


3.
The following is a DFT calculation (ωB97M-V/def2-TZVPD) of C18H35N2STm as an isolated structure in a non-equilibrium geometry.

```
57
Properties=species:S:1:pos:R:3:forces:R:3
C 0.901764 2.194370 -1.334862 0.205 -1.523 -0.054
H 1.209349 2.427311 -0.306407 0.304 0.398 -0.400
H 1.726303 2.286015 -2.066609 -0.205 0.198 0.609
H 1.444644 0.476366 0.709826 -0.977 -0.511 0.432
C -0.318619 2.993209 -1.749603 0.167 0.701 0.069
H -1.036515 2.414179 -2.378448 -0.145 -0.196 -0.230
H -0.904687 3.275132 -0.866725 -0.054 -0.053 -0.013
C -0.006039 4.285392 -2.540735 -0.362 -0.163 0.018
H -0.941617 4.798345 -2.799589 0.297 -0.034 -0.052
H 0.609283 4.965913 -1.943906 -0.128 -0.196 0.011
H 0.551882 4.067523 -3.457673 -0.149 -0.044 0.119
C -0.897868 -2.101741 -2.215213 0.779 0.098 -0.623
C -1.302660 -1.182204 -3.234146 1.764 -0.316 -0.255
C -0.105094 -0.539233 -3.750084 -0.284 -1.326 0.591
C 1.012724 -1.041751 -2.999097 -0.577 -1.096 -0.851
C 0.522358 -2.015477 -2.065567 -0.395 -0.186 -1.131
C 1.361419 -2.906683 -1.227948 0.236 -0.248 0.263
C 2.444529 -0.723202 -3.204887 0.646 0.232 -0.060
C -0.029768 0.603773 -4.692880 0.036 0.713 -0.288
C -2.691001 -0.712046 -3.409616 -0.495 0.276 -0.030
C -1.772768 -2.928328 -1.341405 -0.296 -0.176 0.368
Tm -0.334713 0.133321 -1.545787 -1.188 4.007 1.972
H 3.026462 -1.010902 -2.321644 0.014 0.071 -0.291
H 2.836576 -1.276940 -4.068969 0.000 0.174 0.201
H 2.617709 0.347803 -3.364861 -0.009 -0.246 -0.100
H 2.356612 -2.481498 -1.079967 -0.050 -0.205 0.017
H 0.920024 -3.072748 -0.240688 0.095 -0.181 -0.108
H 1.466205 -3.877803 -1.729903 0.088 0.163 0.235
H -2.718780 -2.420927 -1.098010 0.114 -0.239 -0.121
H -2.013555 -3.888984 -1.819600 -0.041 0.257 0.164
H -1.263379 -3.155298 -0.392016 -0.179 -0.052 -0.267
H -2.726330 0.308243 -3.814275 -0.131 -0.251 -0.002
H -3.245370 -1.366119 -4.081629 -0.201 0.083 -0.011
H -3.213051 -0.728628 -2.437038 -0.130 0.053 -0.295
H 0.801665 1.279763 -4.424915 -0.286 -0.231 -0.157
H 0.157156 0.255712 -5.713367 -0.072 0.088 0.068
H -0.954485 1.204530 -4.702266 0.291 -0.227 -0.131
C -1.011986 -2.122993 5.522965 -0.369 -0.072 0.491
C 0.167041 -1.573348 4.752957 -0.507 -0.305 0.220
N -0.377735 -1.141442 3.427352 0.842 0.367 -1.467
C 0.054763 -0.082837 2.711356 -0.064 0.497 2.170
S 0.446222 -0.463983 1.035709 1.200 0.130 -0.194
N 0.244162 1.119079 3.246222 0.053 -0.916 -1.165
C -0.139137 1.563295 4.616716 -0.119 0.101 -0.101
C 1.034385 2.086495 5.418824 0.537 0.047 0.201
H -1.820041 -1.385875 5.627207 0.290 -0.087 0.019
H -0.694033 -2.427231 6.520303 -0.069 -0.071 -0.036
H -1.447784 -2.998592 5.019622 0.235 0.200 0.131
H 0.670108 -0.737792 5.253973 -0.163 -0.322 -0.270
H 0.895896 -2.383749 4.588180 -0.096 0.478 -0.165
H -0.614915 -1.942056 2.832613 0.137 0.314 0.466
H 0.610386 1.818072 2.599836 -0.093 -0.046 0.435
H -0.867140 2.375616 4.495681 0.028 -0.322 -0.117
H -0.626741 0.713217 5.097942 -0.054 0.368 -0.097
H 1.488323 2.982639 4.966287 -0.240 -0.313 0.102
H 0.662257 2.368557 6.409356 0.081 0.012 -0.175
H 1.835593 1.346527 5.567432 -0.308 0.127 -0.113
```
Positions in Å, forces in eV/Å.

- net charge = +2
- energy (a.u.) = -2299.1340
- spin multiplicity = 3


4.
The following is a DFT calculation (ωB97M-V/def2-TZVPD) of a single C4H6O2 molecule.

```
12
Properties=species:S:1:pos:R:3:forces:R:3
O -2.145850 0.213870 1.163835 0.108 -0.602 -0.325
C -1.193869 -0.437239 0.810467 -0.380 -0.132 0.074
C -0.676708 -0.627559 -0.624334 -0.181 -0.021 0.119
C 0.004029 0.717325 -0.546090 0.280 0.238 0.026
C 1.180531 0.857943 0.069198 -0.134 0.223 -0.207
O 2.063354 -0.164876 0.202539 0.080 -0.140 -0.060
H -0.449370 -0.829285 1.536436 -0.218 0.014 0.069
H -1.390318 -0.717402 -1.447346 -0.144 0.142 0.427
H -0.024487 -1.509886 -0.632174 -0.043 0.292 -0.113
H -0.680833 1.552536 -0.633075 0.258 0.055 0.073
H 1.514284 1.767785 0.557528 0.096 0.002 -0.375
H 1.799235 -0.823211 -0.456984 0.278 -0.071 0.293
```
Positions in Å, forces in eV/Å.

- energy (a.u.) = -306.4335
- SMILES = O=CC/C=C\O


5.
The following is a DFT calculation (ωB97M-V/def2-TZVPD) of a 2-piece molecular cluster, C12H16N3S2 overall in a non-equilibrium geometry.

```
33
Properties=species:S:1:pos:R:3:forces:R:3
C 0.566164 -1.100550 -0.165517 -0.976 -0.020 1.088
C -0.360207 -0.473412 1.023008 0.959 0.713 -1.999
S -1.108632 -1.848309 2.016171 -0.275 0.422 0.508
C -2.829576 -2.252188 1.378363 -0.182 1.406 -0.522
C -3.547860 -0.845536 1.127978 -1.227 1.685 -2.695
C -3.794891 -0.286378 -0.322564 -1.268 2.723 4.220
C -4.459622 1.101234 -0.299402 1.026 -1.961 1.332
C -4.826291 1.812010 1.023237 1.834 -2.385 -0.604
S -5.617800 3.504378 0.976791 1.134 -0.971 0.184
N -4.557673 1.175205 2.242383 -0.451 1.635 -3.441
N -3.967575 -0.004217 2.195081 1.172 -2.856 -1.514
H -0.156797 -1.614438 -0.898876 1.386 0.669 0.962
H 1.157690 -0.272616 -0.679364 -0.727 -1.252 0.668
H 1.232366 -1.873017 0.355000 -0.761 1.097 -1.186
H 0.296604 0.209267 1.681972 -1.259 -1.392 -0.607
H -1.107903 0.209331 0.499056 0.638 -0.897 1.019
H -3.375271 -2.898161 2.159876 0.978 1.121 -1.163
H -2.682896 -2.828164 0.403536 -0.762 0.969 1.269
H -3.477208 -0.857798 -1.257356 -0.593 0.975 1.545
H -4.681709 1.654658 -1.276284 0.334 -0.953 1.617
H -4.511150 4.370020 0.913864 -0.719 -1.349 0.095
H -3.764487 -0.410496 3.134117 -0.268 0.610 -0.793
N 4.625390 -1.186824 -1.832712 0.110 0.609 0.148
C 5.361746 -0.445480 -2.675229 -0.297 -0.447 0.234
C 5.756713 0.856778 -2.413084 -0.053 0.064 0.139
C 5.366529 1.431564 -1.212630 0.030 0.113 -0.001
C 4.603052 0.687949 -0.323954 0.030 0.037 -0.092
C 4.262897 -0.607742 -0.677883 0.119 -0.314 -0.457
H 5.639250 -0.937513 -3.601570 0.026 0.063 0.021
H 6.353573 1.407227 -3.129348 -0.030 -0.053 0.026
H 5.654636 2.448882 -0.971433 -0.009 -0.070 -0.014
H 4.280457 1.105073 0.622086 0.033 -0.038 -0.022
H 3.670479 -1.230735 -0.015312 0.048 0.047 0.037
```
Positions in Å, forces in eV/Å.

- net charge = +1
- energy (a.u.) = -1427.0965


6.
The following is a DFT calculation (ωB97M-V/def2-TZVPD) of a single C5H9NO molecule in a non-equilibrium geometry.

```
16
Properties=species:S:1:pos:R:3:forces:R:3
C 1.931704 -1.297583 0.628575 -0.258 -0.124 0.080
C 0.633889 -0.985676 -0.046196 -1.006 -1.157 2.042
N -0.471168 -0.870545 0.665433 3.198 -0.536 -0.174
C -1.393522 -0.234323 -0.079858 -0.870 1.871 -2.793
O -2.526282 -0.913698 -0.416385 0.143 -0.511 0.676
C -1.111230 0.963942 -0.668624 -1.249 -0.310 0.504
C -0.223224 2.024874 -0.091107 0.506 -0.140 -0.276
H 2.318225 -2.252853 0.263675 0.144 0.113 -0.059
H 2.653071 -0.509763 0.392193 0.034 -0.120 -0.038
H 1.806096 -1.354296 1.711537 -0.034 0.067 -0.149
H 0.631447 -1.078390 -1.141252 -0.253 0.825 0.247
H -2.445970 -1.757673 0.057266 -0.307 0.104 -0.316
H -1.810428 1.323011 -1.422244 -0.178 -0.113 0.254
H 0.220266 1.733971 0.864171 -0.011 -0.043 -0.130
H 0.583075 2.265370 -0.790755 0.084 0.184 0.154
H -0.795949 2.943632 0.073570 0.058 -0.109 -0.023
```
Positions in Å, forces in eV/Å.

- energy (a.u.) = -325.8492
- SMILES = C/C=N/C(O)=C\C